(1)
A molecular structure, C31H43BF17NbO11P, computed with ωB97M-V/def2-TZVPD.

The calculation puts the HOMO energy at -3.98 eV. As for the net charge: -1. The orbital gap comes out at 5.86 eV. Its spin multiplicity is 1.

Atoms and positions in Å:
C  -2.5368  6.3479  1.8575
O  -1.3004  5.6549  1.6176
B  -0.9559  4.6751  2.5541
O  -1.4063  4.7768  3.8705
Nb  0.4337  2.9102  1.8002
C  1.3112  2.9729  3.8879
C  2.0009  4.4178  1.1753
C  2.6082  4.1749  -0.2357
C  2.3810  5.3027  -1.2278
O  2.3103  5.0808  -2.4225
O  2.2899  6.6107  -0.7595
C  -0.4479  3.0766  -0.2815
C  -1.9762  2.9691  -0.4684
C  -2.2734  2.1082  -1.7058
F  -1.5791  2.6397  -2.7388
F  -1.7690  0.8674  -1.4934
C  -3.7726  2.0619  -2.0432
F  -4.2078  3.2643  -2.4422
F  -4.4235  1.7975  -0.8876
C  -4.2470  0.9648  -3.0364
F  -5.5942  0.8952  -2.8759
F  -3.8054  -0.2487  -2.7002
C  -4.0189  1.2750  -4.5577
F  -5.1997  1.6159  -5.1007
F  -3.1915  2.3018  -4.7806
C  -3.5136  0.0562  -5.3973
F  -4.2699  -1.0327  -5.2254
F  -3.6845  0.4237  -6.6855
C  -1.9817  -0.2104  -5.2318
F  -1.5238  0.1162  -4.0167
F  -1.3564  0.5981  -6.1016
C  -1.5189  -1.6656  -5.5687
F  -2.2409  -2.2458  -6.5303
F  -0.2636  -1.5566  -6.0587
C  -1.3739  -2.5908  -4.3158
F  -0.2121  -2.3365  -3.7214
F  -2.3864  -2.4524  -3.4708
F  -1.3236  -3.8700  -4.7158
C  1.8667  1.2307  1.1166
C  1.9863  0.0290  1.9966
C  2.7587  -0.0043  3.1279
C  2.8627  -1.1061  3.9261
C  2.1799  -2.2499  3.6145
C  2.2088  -3.5017  4.4638
C  1.4313  -2.2566  2.4673
C  1.3455  -1.1423  1.6889
P  -1.3421  1.1860  2.6370
O  -0.8557  0.3624  3.7598
O  -2.7113  1.9702  3.2074
O  -1.9834  0.1721  1.4924
H  -2.3561  7.1772  2.5414
H  -2.8551  6.7622  0.9045
H  -3.2927  5.6748  2.2565
H  -2.3601  4.6552  3.9349
H  1.0369  2.1032  4.4871
H  2.3957  2.9633  3.7383
H  1.0668  3.8917  4.4227
H  2.8187  4.3769  1.8898
H  1.5357  5.4024  1.1612
H  3.6954  4.0777  -0.1693
H  2.2568  3.2835  -0.7489
H  1.3582  6.7526  -0.5502
H  0.1104  2.3813  -0.9050
H  -0.1640  4.0661  -0.6514
H  -2.5303  2.6231  0.3974
H  -2.3569  3.9655  -0.7008
H  2.8785  1.6183  0.9631
H  1.5194  0.8642  0.1585
H  3.2870  0.9104  3.3634
H  3.4794  -1.0900  4.8159
H  1.1983  -3.8697  4.6444
H  2.6957  -3.2814  5.4154
H  2.7783  -4.2680  3.9397
H  0.8977  -3.1491  2.1661
H  0.7339  -1.2301  0.7939
H  -3.4235  1.7729  2.5829
H  -1.2532  -0.0854  0.9164
O  0.7687  -5.7644  4.6167
C  0.1308  -6.5322  3.9536
O  0.0967  -6.3652  2.6174
C  -0.4787  -7.3096  1.7165
C  -1.9709  -7.0981  1.5623
C  -0.7069  -7.6222  4.5849
H  -0.2312  -8.3305  2.0141
H  0.0148  -7.1359  0.7613
H  -2.4974  -7.2482  2.5052
H  -2.3808  -7.7894  0.8248
H  -2.1741  -6.0772  1.2393
H  -1.6659  -7.2005  4.8825
H  -0.1855  -7.9792  5.4697
H  -0.8734  -8.4844  3.9423
O  1.8046  0.9223  -2.0192
C  2.5174  0.0179  -2.3518
O  3.2453  -0.6097  -1.4135
C  3.9783  -1.8092  -1.6423
C  5.3562  -1.5244  -2.2046
C  2.6752  -0.3708  -3.8044
H  3.4081  -2.4995  -2.2675
H  4.0713  -2.2799  -0.6644
H  5.3003  -1.0364  -3.1786
H  5.9228  -2.4500  -2.3148
H  5.9013  -0.8547  -1.5394
H  3.4172  0.2810  -4.2637
H  1.7182  -0.2242  -4.2999
H  2.9589  -1.4104  -3.9576



(2)
10 unconnected molecules or ions with the total composition C31H43Cl4F3O24, computed with ωB97M-V/def2-TZVPD.

The calculation puts the HOMO energy at -10.20 eV. The orbital gap comes out at 10.14 eV. For the energy relative to the best compared isomer or geometry (same formula, charge and spin), the calculation gives 0.00 kJ/mol. Its spin multiplicity is 1. As for the SMILES: O=C1OC[C@@H](F)O1.O=C1OC[C@@H](F)O1.O=C1OC[C@@H](F)O1.C[C@H]1COC(=O)O1.C[C@H]1COC(=O)O1.C[C@H]1COC(=O)O1.C[C@H]1COC(=O)O1.C[C@H]1COC(=O)O1.ClCCl.ClCCl.

Atoms and positions in Å:
C  0.4622  -2.6140  -2.8573
C  -0.6615  -2.8235  -3.8697
C  -0.3723  -2.8401  -5.3764
O  -0.2644  -4.2127  -5.7032
C  -0.8041  -4.9591  -4.6957
O  -1.0381  -6.1284  -4.7653
O  -1.0194  -4.1995  -3.6435
H  0.0951  -2.5509  -1.8351
H  0.9542  -1.6928  -3.1847
H  1.1475  -3.4586  -2.9360
H  -1.5129  -2.1774  -3.6707
H  0.5874  -2.3327  -5.5060
H  -1.1311  -2.2425  -5.8737
C  0.3429  -7.4259  -0.4432
C  0.3160  -6.4971  0.7561
C  0.7862  -5.0720  0.5068
O  -0.1109  -4.2895  1.2787
C  -1.1775  -5.0138  1.6426
O  -2.2096  -4.6294  2.0999
O  -0.9661  -6.2995  1.3129
H  -0.4706  -7.3689  -1.1679
H  0.2256  -8.4591  -0.1021
H  1.3091  -7.4199  -0.9473
H  1.0560  -6.9318  1.4358
H  0.7104  -4.7992  -0.5520
H  1.8030  -4.7922  0.7781
C  -2.3272  2.4182  -1.6093
C  -3.1281  2.0005  -2.8439
C  -2.9284  2.8288  -4.1221
O  -1.9372  2.0630  -4.8205
C  -2.0215  0.7975  -4.4319
O  -1.6140  -0.2038  -4.9378
O  -2.7161  0.6956  -3.2487
H  -2.7642  3.1944  -0.9847
H  -1.2868  2.7044  -1.7865
H  -2.2132  1.5050  -1.0250
H  -4.2089  1.9568  -2.7105
H  -2.4790  3.8055  -3.9432
H  -3.8596  3.0319  -4.6505
C  4.7234  4.3055  0.4276
C  3.5524  3.6250  1.1274
C  3.7164  2.2139  1.6654
O  3.0612  2.2986  2.9385
C  2.6560  3.5427  3.2083
O  1.9045  3.8649  4.0728
O  3.0545  4.3720  2.2147
H  5.6124  4.3161  1.0658
H  4.4921  5.3531  0.2541
H  4.9263  3.6972  -0.4525
H  2.8362  3.5325  0.3011
H  4.7812  1.9787  1.7565
H  3.1711  1.3974  1.1970
C  0.9596  1.6706  6.4524
C  0.3346  2.9412  7.1100
C  1.3022  4.0876  7.5348
O  0.8987  5.1992  6.7747
C  -0.1965  4.8971  6.0564
O  -0.8992  5.6152  5.4201
O  -0.4109  3.5650  6.1135
H  0.4974  1.0711  5.6709
H  0.8953  0.9005  7.2390
H  2.0375  1.7438  6.3043
H  -0.1909  2.5879  7.9997
H  2.3379  3.7926  7.3853
H  1.0266  4.1659  8.5872
C  -3.5595  3.3043  3.2364
Cl  -3.7049  5.0247  2.8511
Cl  -3.5260  2.2765  1.8315
H  -2.7129  3.0710  3.8775
H  -4.4524  3.0031  3.7787
C  4.2533  -2.0490  0.9628
Cl  3.6003  -2.6925  -0.5337
Cl  3.0714  -2.1633  2.3410
H  5.0786  -2.6933  1.2371
H  4.4317  -0.9913  0.8169
C  -0.5201  -1.0215  0.7073
C  0.6291  -0.1169  0.2312
O  0.7444  0.8542  1.2423
C  -0.2999  0.8249  2.0997
O  -0.4399  1.4660  3.0859
O  -1.0627  -0.2387  1.7721
F  0.1549  0.4843  -0.8953
H  -0.1077  -1.9457  1.1132
H  -1.3525  -1.1057  0.0158
H  1.6044  -0.5644  0.0357
C  -3.7159  -2.5400  -0.1701
C  -4.4711  -1.2600  -0.1855
O  -5.0182  -1.3684  -1.4899
C  -4.0838  -1.9900  -2.2722
O  -4.1203  -2.1103  -3.4594
O  -3.2195  -2.6655  -1.5133
F  -3.6528  -0.1753  -0.0700
H  -4.4212  -3.3547  0.0054
H  -3.0113  -2.6285  0.6578
H  -5.2447  -1.2773  0.5771
C  1.6677  2.2552  -5.1770
C  1.5458  1.3026  -4.0227
O  1.5108  2.1137  -2.9009
C  2.0253  3.3412  -3.1969
O  2.0317  4.2714  -2.4572
O  2.2736  3.3900  -4.5107
F  2.6764  0.5175  -3.9939
H  0.6873  2.4993  -5.5863
H  2.3951  1.9836  -5.9356
H  0.6630  0.6658  -4.0971



(3)
8 unconnected molecules or ions with the total composition C31H43F21O17S, computed with ωB97M-V/def2-TZVPD.

The calculation puts the HOMO energy at -11.01 eV. The orbital gap comes out at 11.26 eV. Its spin multiplicity is 1. As for the SMILES: CCOC(=O)C(F)(F)F.CCOC(=O)C(F)(F)F.CCOC(=O)C(F)(F)F.CCOC(=O)C(F)(F)F.CCOC(=O)C(F)(F)F.CCOC(=O)C(F)(F)F.CCOC(=O)C(F)(F)F.CCOS(C)(=O)=O.

Atoms and positions in Å:
O  2.1746  -2.3728  3.0011
S  1.5059  -2.2569  4.2609
O  0.9229  -1.0270  4.6915
O  0.3900  -3.3945  4.2986
C  -0.6572  -3.2939  3.3134
C  -1.6611  -4.3957  3.5744
C  2.5505  -2.8904  5.5410
H  -0.1949  -3.4143  2.3281
H  -1.1608  -2.3229  3.3260
H  -2.0322  -4.3332  4.5971
H  -1.1819  -5.3684  3.4601
H  -2.4897  -4.2872  2.8794
H  2.9082  -3.8603  5.2110
H  1.9453  -2.9913  6.4356
H  3.3439  -2.1524  5.6242
C  1.9299  -6.7474  -3.0864
C  2.6012  -5.3955  -3.1898
O  1.9660  -4.4613  -2.3108
C  0.9879  -3.7405  -2.8048
O  0.6098  -3.6976  -3.9368
C  0.3006  -2.8768  -1.7313
F  0.7558  -3.0906  -0.4935
F  0.4864  -1.5886  -2.0401
F  -1.0202  -3.1241  -1.7407
H  2.4883  -7.4557  -3.7105
H  0.9197  -6.6612  -3.4766
H  2.0163  -7.1973  -2.0984
H  2.5516  -5.0613  -4.2258
H  3.6521  -5.4101  -2.9132
C  -0.7697  1.9623  -2.7933
C  0.4211  1.1851  -3.3113
O  1.2484  2.1234  -4.0401
C  2.0837  1.5893  -4.9036
O  2.2685  0.4303  -5.1059
C  2.8719  2.6678  -5.6771
F  2.7295  2.4781  -6.9898
F  2.4782  3.9075  -5.3846
F  4.1715  2.5729  -5.3682
H  -0.4587  2.8945  -2.3156
H  -1.3626  1.4191  -2.0590
H  -1.4154  2.2293  -3.6314
H  0.0679  0.3818  -3.9494
H  1.0374  0.8198  -2.4997
C  -1.0472  -0.4972  0.9742
C  0.1013  0.3601  1.4469
O  1.1255  0.1978  0.4485
C  2.0910  1.0786  0.3508
O  2.2283  2.0876  0.9721
C  3.1334  0.5998  -0.6826
F  4.3486  0.5648  -0.1175
F  2.8538  -0.6271  -1.1189
F  3.1773  1.4473  -1.7134
H  -0.7518  -1.5460  0.9230
H  -1.4723  -0.1524  0.0344
H  -1.8354  -0.4643  1.7358
H  0.4570  0.0711  2.4335
H  -0.2671  1.3876  1.4739
C  -4.0380  -3.0013  0.4056
C  -4.9316  -2.6955  -0.7724
O  -4.1553  -2.4637  -1.9606
C  -4.0346  -1.2230  -2.3787
O  -4.4326  -0.2338  -1.8286
C  -3.3566  -1.1149  -3.7658
F  -3.3094  -2.2814  -4.4102
F  -4.0379  -0.2385  -4.4989
F  -2.1003  -0.6540  -3.6309
H  -3.4884  -3.9341  0.3156
H  -4.6785  -3.0662  1.2941
H  -3.3604  -2.1690  0.6111
H  -5.5460  -1.8345  -0.5240
H  -5.5779  -3.5438  -0.9817
C  -5.6642  2.2883  1.1209
C  -4.9035  0.9916  0.9920
O  -4.6181  0.4055  2.2896
C  -5.6195  -0.2398  2.8560
O  -6.7090  -0.4112  2.4062
C  -5.2127  -0.8063  4.2368
F  -4.0428  -0.3368  4.6696
F  -6.1506  -0.5042  5.1370
F  -5.1192  -2.1414  4.1621
H  -6.6918  2.1465  1.4499
H  -5.6591  2.7883  0.1507
H  -5.1940  2.9746  1.8286
H  -3.9177  1.1534  0.5655
H  -5.4276  0.2986  0.3433
C  -0.0156  5.7575  -5.2817
C  -0.1993  6.3160  -3.8938
O  0.9061  5.8567  -3.0947
C  0.8202  6.1162  -1.8141
O  -0.0470  6.7255  -1.2650
C  2.0400  5.5449  -1.0695
F  2.1034  6.0658  0.1535
F  1.9266  4.2096  -0.9450
F  3.1764  5.8139  -1.7051
H  -0.8498  6.0234  -5.9264
H  0.0059  4.6653  -5.2486
H  0.9502  6.0652  -5.6749
H  -1.1280  6.0028  -3.4204
H  -0.1711  7.4052  -3.9648
C  5.6236  0.4270  2.7314
C  4.2344  0.5280  3.3224
O  3.9761  1.6681  4.1302
C  4.7223  1.8520  5.1991
O  5.5710  1.1336  5.6388
C  4.3058  3.1756  5.8857
F  5.1251  3.4421  6.9087
F  4.3545  4.2006  5.0364
F  3.0609  3.0727  6.3665
H  6.4410  0.4009  3.4458
H  5.8030  1.3186  2.1224
H  5.6225  -0.4359  2.0690
H  3.9307  -0.3927  3.8266
H  3.5654  0.5886  2.4691



| no. | molar mass (g mol⁻¹) |
| --- | --- |
| 1 | 1049.33 |
| 2 | 998.47 |
| 3 | 1118.69 |